Here is a structure of composition C6H18F4O3Pb at a distorted geometry from the OMol25 dataset. Energies are from wB97M-V/def2-TZVPD.

Last column: Löwdin charge in e.
Element x y z (Å)
Pb1 -0.99 -0.13 -0.98  1.491
F1 -0.45 1.81 -2.30  -0.730
F2 -2.35 -0.79 -2.86  -0.717
F3 -2.09 -1.90 0.29  -0.768
F4 -3.18 1.29 -0.63  -0.534
C1 1.14 -0.92 2.05  -0.088
C2 2.12 -0.71 0.91  -0.318
O1 1.55 0.25 0.03  -0.203
H1 0.35 -1.54 1.61  0.065
H2 0.58 -0.04 2.37  0.072
H3 1.52 -1.44 2.93  0.061
H4 2.37 -1.65 0.39  0.095
H5 3.09 -0.29 1.23  0.099
H6 2.16 0.93 -0.27  0.089
C3 -2.99 1.64 3.22  -0.109
C4 -2.08 2.32 2.21  -0.353
O2 -1.73 1.37 1.22  -0.285
H7 -3.08 2.15 4.19  0.046
H8 -2.60 0.66 3.45  0.067
H9 -3.98 1.50 2.77  0.068
H10 -1.14 2.64 2.68  0.089
H11 -2.53 3.14 1.64  0.105
H12 -2.52 1.35 0.54  -0.054
C5 2.79 -1.29 -2.85  -0.096
C6 1.33 -0.90 -3.16  -0.304
O3 0.41 -1.80 -2.51  -0.210
H13 3.37 -0.38 -2.68  0.061
H14 3.23 -1.87 -3.66  0.053
H15 2.85 -1.89 -1.94  0.054
H16 1.12 -0.95 -4.23  0.112
H17 1.16 0.09 -2.73  0.053
H18 0.58 -2.65 -2.92  0.086

## Properties
**HOMO**: -0.8 eV
**LUMO energy**: 5.1 eV
**Total charge**: -2
**Relative energy (zero: lowest compared OMol25 entry of this formula, charge and spin)**: 7.7 kcal per mole
**Frontier orbital gap**: 0.21467 hartree

---

Here is a cluster of 13 separate species, H26O13 in total at a distorted geometry from the OMol25 dataset. Energies are from wB97M-V/def2-TZVPD.

Last column: Löwdin charge in e.
Element x y z (Å)
O1 0.52 -3.12 -1.55  0.004
H1 1.20 -3.65 -1.90  0.037
H2 0.58 -3.34 -0.64  0.013
O2 0.35 2.71 2.43  0.024
H3 0.56 1.85 2.64  -0.023
H4 0.11 3.10 3.22  0.028
O3 1.79 2.35 -0.86  -0.038
H5 1.32 1.59 -0.56  -0.045
H6 2.02 2.90 -0.12  0.031
O4 -2.59 2.35 -2.90  -0.034
H7 -2.77 3.11 -2.42  -0.020
H8 -2.24 1.82 -2.17  -0.014
O5 3.38 -1.83 -1.59  -0.021
H9 3.61 -0.86 -1.54  0.095
H10 2.52 -1.81 -1.76  -0.114
O6 0.23 0.18 0.26  -0.058
H11 -0.56 0.32 -0.35  0.047
H12 0.54 -0.70 0.19  0.012
O7 2.99 -2.08 1.82  -0.047
H13 2.41 -2.56 2.46  0.055
H14 2.38 -1.65 1.26  -0.035
O8 -0.19 -0.22 2.98  0.010
H15 -0.25 0.00 2.03  0.000
H16 -0.83 0.07 3.45  -0.074
O9 -2.84 1.00 1.88  -0.206
H17 -2.22 1.55 1.26  -0.005
H18 -3.77 0.94 1.22  0.148
O10 -0.08 -2.85 1.29  -0.074
H19 0.10 -3.60 1.75  -0.024
H20 -0.97 -2.36 1.74  0.184
O11 -1.83 0.06 -1.51  -0.057
H21 -2.62 -0.44 -1.49  0.055
H22 -1.37 -0.09 -2.43  0.117
O12 0.95 -0.76 -2.81  -0.124
H23 0.31 -0.83 -3.68  0.138
H24 0.65 -1.64 -2.47  -0.022
O13 -1.39 2.67 0.26  -0.085
H25 -0.47 2.29 0.59  0.082
H26 -1.53 3.56 -0.01  0.043

## Properties
**HOMO**: -10.9 eV
**LUMO energy**: -0.2 eV
**Relative energy (zero: lowest compared OMol25 entry of this formula, charge and spin)**: 109.7 kcal per mole
**Frontier orbital gap**: 0.39254 hartree

---

Here is a structure of composition C5H5Cl2HoNO5Rh at a distorted geometry from the OMol25 dataset. Energies are from wB97M-V/def2-TZVPD.

Last column: Löwdin charge in e.
Element x y z (Å)
Ho1 -1.59 -0.32 -1.84  0.994
Rh1 2.59 1.62 0.10  1.530
Cl1 -2.10 -2.71 -1.92  0.045
Cl2 -3.18 1.54 -2.68  0.478
C1 3.76 2.63 -0.77  -0.149
C2 0.75 -1.03 -2.34  -0.056
C3 0.07 1.37 -2.73  -0.063
O1 4.52 3.30 -1.36  0.318
O2 1.86 -1.32 -2.47  0.218
O3 0.83 2.11 -3.17  0.205
N1 -1.66 -1.31 2.22  0.239
C4 -0.32 -0.62 2.38  0.020
C5 0.08 -0.02 1.08  -0.468
O4 1.23 0.45 0.96  -0.074
O5 -0.81 -0.09 0.14  -0.185
H1 -2.40 -0.62 2.00  0.192
H2 -1.94 -1.79 3.08  0.210
H3 -1.64 -2.00 1.45  0.176
H4 -0.43 0.15 3.15  0.185
H5 0.41 -1.35 2.73  0.185

## Properties
**HOMO (alpha / beta)**: -23.7 / -23.6 eV
**LUMO energy (alpha / beta)**: -15.3 / -20.0 eV
**Total charge**: +4
**Relative energy (zero: lowest compared OMol25 entry of this formula, charge and spin)**: 0.0 kcal per mole
**Spin multiplicity**: 9
**Frontier orbital gap (alpha / beta)**: 0.30937 / 0.13238 hartree

---

Here is the molecule C3H4N2O at a distorted geometry from the OMol25 dataset. Energies are from wB97M-V/def2-TZVPD.

Last column: Löwdin charge in e.
Element x y z (Å)
O1 -0.60 2.28 0.23  0.026
C1 -0.18 1.13 0.21  -0.641
N1 0.98 0.57 0.59  0.126
C2 0.69 -1.15 0.22  0.080
C3 -0.50 -1.16 -0.40  -0.131
N2 -1.02 0.14 -0.35  0.045
H1 1.62 1.31 1.01  0.154
H2 1.49 -1.74 0.63  0.069
H3 -1.18 -1.89 -0.91  0.135
H4 -1.29 0.52 -1.24  0.136

## Properties
**HOMO**: -9.1 eV
**LUMO energy**: 0.8 eV
**Relative energy (zero: lowest compared OMol25 entry of this formula, charge and spin)**: 53.1 kcal per mole
**SMILES**: O=c1[nH]cc[nH]1
**Frontier orbital gap**: 0.36143 hartree

---

Here is a structure of composition C20H44Cl4EuO2P2 at a distorted geometry from the OMol25 dataset. Energies are from wB97M-V/def2-TZVPD.

Last column: Löwdin charge in e.
Element x y z (Å)
Eu1 -0.03 -0.02 -0.07  0.851
Cl1 0.80 -1.65 -2.26  -0.224
P1 0.89 1.99 -1.59  0.918
C1 0.07 1.69 -3.23  -0.551
C2 0.37 3.67 -0.97  -0.535
C3 2.70 1.77 -1.82  -0.564
C4 -1.31 0.99 -3.20  -0.141
H1 0.76 0.96 -3.71  0.083
C5 -0.01 3.00 -4.00  -0.146
H2 -0.87 3.58 -3.64  0.078
H3 -0.15 2.78 -5.07  0.078
H4 0.89 3.62 -3.90  0.045
H5 -1.18 -0.10 -3.10  0.008
H6 -1.83 1.19 -4.15  0.078
H7 -1.97 1.32 -2.39  0.041
H8 2.72 0.76 -2.28  0.080
C6 3.52 1.71 -0.51  -0.145
C7 3.20 2.85 -2.78  -0.139
H9 2.87 2.65 -3.80  0.069
H10 4.29 2.88 -2.76  0.072
H11 2.84 3.84 -2.48  0.069
H12 2.95 1.42 0.38  0.020
H13 3.99 2.68 -0.30  0.071
H14 4.30 0.95 -0.64  0.076
C8 -1.12 3.66 -0.60  -0.140
H15 0.54 4.37 -1.81  0.087
C9 1.19 4.09 0.26  -0.141
H16 -1.79 3.52 -1.46  0.074
H17 -1.42 4.58 -0.08  0.079
H18 -1.33 2.84 0.11  -0.008
H19 1.23 3.30 1.04  -0.010
H20 0.71 4.96 0.74  0.076
H21 2.22 4.38 -0.02  0.060
Cl2 0.23 1.35 2.31  -0.157
H22 2.08 -0.36 0.28  0.118
P2 -0.09 -2.40 1.18  0.913
C10 1.26 -3.56 0.74  -0.566
C11 -0.29 -2.34 3.02  -0.548
C12 -1.61 -3.02 0.28  -0.544
C13 2.66 -2.92 0.61  -0.159
H23 0.97 -3.89 -0.28  0.087
C14 1.27 -4.72 1.73  -0.144
H24 1.77 -4.41 2.66  0.072
H25 1.84 -5.55 1.28  0.079
H26 0.27 -5.09 1.98  0.048
H27 2.76 -2.40 -0.35  0.014
H28 3.42 -3.71 0.64  0.073
H29 2.88 -2.22 1.42  0.054
H30 -1.22 -3.04 -0.76  0.065
C15 -2.81 -2.07 0.27  -0.123
C16 -2.02 -4.39 0.79  -0.134
H31 -1.30 -5.16 0.48  0.066
H32 -3.02 -4.64 0.40  0.078
H33 -2.09 -4.38 1.89  0.071
H34 -2.52 -1.07 0.61  0.005
H35 -3.63 -2.39 0.93  0.084
H36 -3.22 -1.95 -0.75  0.099
C17 0.95 -1.66 3.63  -0.162
H37 -0.35 -3.39 3.36  0.088
C18 -1.57 -1.61 3.47  -0.127
H38 1.81 -2.35 3.68  0.057
H39 0.74 -1.32 4.65  0.074
H40 1.26 -0.75 3.08  -0.027
H41 -1.61 -0.58 3.09  0.023
H42 -1.58 -1.54 4.57  0.080
H43 -2.49 -2.14 3.16  0.065
Cl3 -2.89 2.72 2.18  0.601
C19 -3.72 1.32 1.46  -1.050
Cl4 -5.44 1.45 1.57  0.622
C20 -3.32 1.22 -0.03  -0.742
O1 -4.05 1.50 -1.00  0.002
O2 -2.12 0.75 -0.10  -0.370
H44 -3.30 0.43 1.97  0.048

## Properties
**HOMO (alpha / beta)**: -3.2 / -2.0 eV
**LUMO energy (alpha / beta)**: 2.7 / 1.1 eV
**Total charge**: -1
**Spin multiplicity**: 7
**Frontier orbital gap (alpha / beta)**: 0.21602 / 0.11403 hartree